No. 1
Molecular formula: C4H6N2O
Method: DFT, the ωB97M-V functional and the def2-TZVPD basis

```
13
Properties=species:S:1:pos:R:3:forces:R:3
N 1.913 0.892 -0.087 0.1 -0.2 0.1
C 0.584 0.419 -0.031 -0.2 -0.1 0.0
N -0.473 1.296 -0.118 0.1 0.0 0.0
C -1.654 0.617 -0.063 0.0 0.0 0.0
C -1.371 -0.723 0.069 0.0 0.0 0.0
C 0.046 -0.840 0.090 0.0 0.3 -0.1
O 0.817 -1.967 0.227 -0.1 -0.2 -0.1
H 2.475 0.277 -0.666 0.0 0.1 0.0
H 2.340 0.900 0.835 0.0 0.0 -0.1
H -0.349 2.285 -0.263 0.0 -0.1 0.0
H -2.603 1.132 -0.115 0.2 -0.1 0.0
H -2.095 -1.523 0.163 0.1 0.1 0.0
H 0.318 -2.715 -0.119 0.1 0.1 0.1
```
Forces are in eV/Å.

Results
2S+1	1
energy relative to the best compared isomer or geometry (same formula, charge and spin)	90.0	kJ/mol
electronic energy	-9272.569	eV

Löwdin atomic charge list, values in e, 4 entries: 0.089 -0.324 0.059 -0.137


No. 2
Molecular formula: C4H6N2O
Method: DFT, the ωB97M-V functional and the def2-TZVPD basis

```
13
Properties=species:S:1:pos:R:3:forces:R:3
O -2.339 -0.144 0.216 1.8 0.1 -0.2
C -1.127 -0.026 0.049 -1.0 1.1 0.0
C -0.288 1.291 -0.028 -0.6 0.2 0.8
C 1.119 0.769 -0.277 0.3 0.0 0.5
C 1.770 -0.223 0.657 0.1 0.3 0.8
N 1.046 -0.703 -0.521 1.3 0.6 -0.6
N -0.241 -1.031 -0.175 -2.3 -1.7 0.0
H -0.486 1.939 0.895 0.5 -1.0 -1.3
H -0.644 1.854 -0.909 0.1 -0.2 0.4
H 1.790 1.327 -0.952 -0.5 -0.4 0.4
H 2.865 -0.276 0.590 -0.6 -0.2 0.0
H 1.350 -0.518 1.656 0.2 0.6 -1.1
H -0.639 -1.904 -0.546 0.6 0.6 0.3
```
Forces are in eV/Å.

Results
2S+1	1
energy relative to the best compared isomer or geometry (same formula, charge and spin)	219.9	kJ/mol
electronic energy	-9271.222	eV

Löwdin atomic charge list, values in e, 4 entries: 0.038 -0.458 -0.043 -0.227


No. 3
Molecular formula: C4H6N2O
Method: DFT, the ωB97M-V functional and the def2-TZVPD basis

```
13
Properties=species:S:1:pos:R:3:forces:R:3
C 2.080 -0.332 0.115 0.0 0.0 0.0
C 0.623 -0.066 -0.043 -0.1 -0.2 -0.2
N -0.195 -0.673 -0.793 0.2 0.2 0.3
C -1.491 -0.030 -0.550 0.0 0.1 -0.1
C -1.325 1.066 0.518 0.5 -0.2 -0.1
O -2.400 -1.024 -0.155 -0.2 0.0 -0.2
N -0.024 0.969 0.731 -0.3 0.1 0.1
H 2.384 -1.097 -0.600 0.0 0.1 0.1
H 2.290 -0.690 1.129 0.0 0.1 -0.1
H 2.669 0.576 -0.052 -0.1 -0.1 0.0
H -1.800 0.457 -1.491 0.1 0.0 0.1
H -3.291 -0.688 -0.305 0.1 0.0 0.1
H 0.477 1.529 1.411 -0.1 -0.1 -0.1
```
Forces are in eV/Å.

Results
2S+1	1
energy relative to the best compared isomer or geometry (same formula, charge and spin)	265.3	kJ/mol
electronic energy	-9270.752	eV

Löwdin atomic charge list, values in e, 4 entries: -0.014 -0.376 0.158 -0.457


No. 4
Molecular formula: C4H6N2O
Method: DFT, the ωB97M-V functional and the def2-TZVPD basis

```
13
Properties=species:S:1:pos:R:3:forces:R:3
C 1.576 0.955 -0.279 0.1 0.1 0.0
O 1.218 -1.812 -0.604 -0.2 0.0 0.1
C 0.238 -1.158 -0.240 -0.1 0.1 0.0
C -1.102 -1.430 0.083 0.1 -0.1 0.0
N -1.710 -0.234 0.429 0.0 0.1 0.0
C -0.853 0.775 0.347 0.1 -0.1 0.0
N 0.322 0.273 -0.051 -0.1 -0.1 0.0
H 2.053 0.472 -1.134 0.0 0.1 0.1
H 2.238 0.837 0.584 -0.1 0.0 -0.1
H 1.411 2.015 -0.481 0.0 -0.1 0.0
H -1.635 -2.366 0.087 0.1 0.1 0.0
H -2.675 -0.136 0.700 0.2 0.0 0.0
H -1.080 1.809 0.561 0.1 -0.2 0.0
```
Forces are in eV/Å.

Results
2S+1	1
energy relative to the best compared isomer or geometry (same formula, charge and spin)	112.0	kJ/mol
electronic energy	-9272.341	eV

Löwdin atomic charge list, values in e, 4 entries: -0.018 -0.023 -0.480 -0.030